# CH5N3

A cluster of 2 separate species, CH5N3 in total in a non-equilibrium geometry (the ωB97M-V functional and the def2-TZVPD basis, OMol25).

The geometry in XYZ format:
```
9
Properties=species:S:1:pos:R:3:nbo_charge:R:1
C 0.234 0.880 -0.630 -0.479
N -0.694 -0.731 2.437 -0.302
N -0.969 -0.602 1.308 -0.004
N 0.823 -0.128 0.308 -0.438
H 0.230 1.859 -0.223 0.192
H 0.817 0.810 -1.530 0.193
H -0.741 0.558 -0.868 0.205
H -1.227 -0.728 3.350 0.335
H 1.006 -0.997 -0.234 0.299
```

Values from the calculation:
- expectation value of S² = 2.01
- HOMO (spin up / spin down) (hartree) = -0.2537 / -0.3479
- multiplicity = 3
- energy (hartree) = -205.1757


# C23H31N3O4S

A structure of composition C23H31N3O4S in a non-equilibrium geometry (the ωB97M-V functional and the def2-TZVPD basis, OMol25).

The geometry in XYZ format:
```
62
Properties=species:S:1:pos:R:3:nbo_charge:R:1
C -4.499 -3.683 0.073 -0.659
C -4.226 -2.395 -0.802 -0.007
O -4.986 -1.218 -0.323 -0.552
C -4.644 -0.827 0.914 -0.057
C -5.276 0.420 1.001 -0.436
H -4.918 0.939 2.108 0.171
C -5.142 1.400 0.126 -0.236
N -3.679 1.606 -0.522 -0.629
C -2.896 2.643 -0.178 0.621
O -3.202 3.610 0.406 -0.610
C -1.464 2.550 -0.349 -0.107
C -1.090 1.526 -1.421 -0.163
C 0.366 0.894 -1.562 0.105
C 1.360 1.789 -0.630 0.193
C 0.890 2.643 0.136 -0.293
C -0.503 2.932 0.544 -0.101
H -0.713 3.523 1.209 0.192
H 1.586 3.108 0.968 0.216
N 2.765 1.495 -0.843 -0.475
C 3.240 0.861 -1.847 -0.146
H 2.776 1.229 -2.959 0.168
H 3.005 -0.175 -1.830 0.169
C 4.748 1.273 -1.777 -0.424
H 5.327 0.470 -2.140 0.213
H 4.956 2.306 -2.515 0.215
C 5.029 1.241 -0.331 -0.403
H 5.007 0.025 0.088 0.206
H 5.873 1.931 -0.057 0.230
C 3.581 1.864 0.245 -0.160
H 3.794 2.953 0.118 0.159
H 3.408 1.763 1.115 0.159
N 0.636 -0.090 -2.369 -0.821
S 0.238 -1.446 -1.421 2.190
O -1.142 -1.490 -0.915 -0.935
O 0.420 -2.628 -2.352 -0.919
C 1.430 -1.310 -0.074 -0.368
C 2.619 -2.155 -0.468 -0.031
C 3.544 -2.097 0.974 -0.165
C 3.281 -1.378 1.903 -0.112
C 1.955 -0.658 2.148 -0.181
C 1.192 -0.909 1.218 -0.159
H 0.013 -0.280 1.413 0.232
H 1.769 -0.297 3.000 0.209
C 4.277 -1.502 3.001 -0.570
H 4.372 -0.272 3.230 0.195
H 4.147 -2.001 3.824 0.209
H 5.360 -1.876 2.683 0.220
H 4.621 -2.772 0.612 0.227
H 2.784 -2.610 -1.319 0.210
H 0.103 0.003 -3.107 0.400
H -1.669 0.991 -2.020 0.179
H -3.224 0.757 -0.749 0.388
H -5.179 2.605 0.106 0.279
H -5.554 1.078 -0.801 0.206
H -6.261 0.438 1.413 0.253
H -4.966 -1.354 1.978 0.152
H -3.623 -0.805 0.878 0.162
H -3.395 -2.106 -0.781 0.150
H -4.716 -2.427 -1.799 0.187
H -3.896 -4.502 -0.243 0.220
H -5.541 -4.001 -0.005 0.218
H -4.069 -3.602 1.073 0.215
```

Values from the calculation:
- HOMO (hartree) = -0.2885
- energy (hartree) = -1757.6169


# C3H5CoO3

A structure of composition C3H5CoO3 in a non-equilibrium geometry (the ωB97M-V functional and the def2-TZVPD basis, OMol25).

The geometry in XYZ format:
```
12
Properties=species:S:1:pos:R:3:nbo_charge:R:1
C 0.777 -0.379 0.543 1.016
O 1.900 -0.688 0.902 -0.678
O 0.190 0.811 0.466 -0.448
O -0.076 -1.346 0.200 -0.471
C -1.091 0.713 -0.162 -0.099
C -1.308 -0.798 -0.284 -0.106
H -1.039 1.218 -1.133 0.202
H -1.833 1.207 0.474 0.206
H -1.465 -1.130 -1.315 0.203
H -2.122 -1.167 0.352 0.200
Co 3.482 0.025 -0.428 0.547
H 2.583 1.536 0.385 -0.572
```

Values from the calculation:
- expectation value of S² = 6.01
- HOMO (spin up / spin down) (hartree) = -0.2210 / -0.3078
- multiplicity = 5
- energy (hartree) = -1725.6259


# C3H10N2O

A cluster of 2 separate species, C3H10N2O in total in a non-equilibrium geometry (the ωB97M-V functional and the def2-TZVPD basis, OMol25).

The geometry in XYZ format:
```
16
Properties=species:S:1:pos:R:3:nbo_charge:R:1
C -0.289 1.764 0.252 -0.644
C 0.340 0.447 0.191 0.113
N 0.056 -0.393 1.306 -0.891
C 1.304 0.148 -0.743 -0.097
N 1.676 -1.200 -0.926 -0.859
H -1.374 1.523 0.207 0.209
H -0.084 2.384 -0.623 0.229
H -0.184 2.179 1.276 0.210
H -0.535 -0.108 2.101 0.392
H 0.928 -0.830 1.643 0.395
H 1.317 0.813 -1.556 0.190
H 1.008 -1.902 -0.601 0.384
H 2.185 -1.438 -1.756 0.382
O -2.458 -1.317 -0.169 -0.957
H -1.770 -0.907 0.437 0.481
H -2.121 -1.161 -1.041 0.463
```

Values from the calculation:
- SMILES = C/C(N)=C/N.O
- HOMO (hartree) = -0.2722
- energy (hartree) = -305.0164


# C2H8N4

The molecule C2H8N4 in a non-equilibrium geometry (the ωB97M-V functional and the def2-TZVPD basis, OMol25).

The geometry in XYZ format:
```
14
Properties=species:S:1:pos:R:3:nbo_charge:R:1
C 0.868 0.475 2.093 -0.492
N -0.014 -0.507 1.605 -0.445
N -0.587 0.410 0.277 -0.450
C -0.553 -0.003 -0.927 0.524
N -0.265 0.869 -1.980 -0.812
N -0.818 -1.307 -1.350 -0.833
H 1.908 0.419 1.752 0.172
H 0.761 0.597 3.169 0.195
H 0.400 1.349 1.412 0.269
H 0.497 -1.278 1.171 0.328
H -0.862 0.747 -2.787 0.377
H -0.231 1.832 -1.677 0.397
H -0.829 -1.994 -0.611 0.390
H -0.275 -1.609 -2.147 0.380
```

Values from the calculation:
- SMILES = CNN=C(N)N
- HOMO (hartree) = -0.3176
- energy (hartree) = -299.9297


# C3H5N3

The molecule C3H5N3 in a non-equilibrium geometry (the ωB97M-V functional and the def2-TZVPD basis, OMol25).

The geometry in XYZ format:
```
11
Properties=species:S:1:pos:R:3:nbo_charge:R:1
H -1.966 1.797 0.184 0.346
N -1.087 1.418 -0.196 -0.571
C -1.104 0.174 0.077 0.064
C -0.531 -1.143 -0.305 0.095
N 0.689 -1.448 -0.357 -0.387
C 1.496 -0.328 -0.191 0.240
N 1.514 0.426 0.822 -0.636
H 2.040 1.284 0.616 0.352
H -1.895 -0.179 0.729 0.139
H -1.273 -1.954 -0.351 0.198
H 2.116 -0.046 -1.028 0.161
```

Values from the calculation:
- SMILES = [H]/N=C/C=N\C=N\[H]
- HOMO (hartree) = -0.3606
- energy (hartree) = -281.4886